1.
DFT (wB97M-V/def2-TZVPD) results for a molecular structure, C11H18ClFeO3SY.

Results
- orbital gap (alpha / beta) (eV) = 5.06 / 7.06
- relative energy (zero: lowest compared OMol25 entry of this formula, charge and spin) (eV) = 0.000
- LUMO energy (alpha / beta) (Ha) = 0.0873 / 0.0714
- ⟨S²⟩ = 8.84
- charge = -1
- multiplicity = 6

The geometry in XYZ format:
```
36
C11H18ClFeO3SY, DFT wB97M-V/def2-TZVPD
Y -0.036 0.990 0.884
Cl -0.407 3.418 0.652
C -2.184 0.177 1.056
H -2.417 -0.529 1.866
H -2.075 -0.436 0.131
H -3.044 0.848 0.910
Fe 0.477 -0.352 -2.577
C 2.215 0.317 -3.055
C -0.663 -0.153 -4.103
C 0.883 -2.001 -3.019
H -1.206 -1.099 -4.270
H -1.396 0.668 -3.982
H -0.094 0.060 -5.026
H 2.998 -0.409 -2.813
H 2.275 0.528 -4.129
H 2.412 1.256 -2.519
H 0.159 -2.816 -3.265
H 1.962 -2.295 -2.970
C -0.493 0.821 8.175
C 0.010 0.468 6.810
C 0.384 -0.850 6.533
C 0.911 -1.195 5.292
C 1.064 -0.187 4.333
C 0.599 1.108 4.546
C 0.076 1.423 5.794
S 1.534 -0.684 2.690
O 2.488 -1.737 2.783
O 0.221 -1.021 2.027
O 2.007 0.576 1.986
H -1.400 0.252 8.419
H 0.257 0.577 8.939
H -0.720 1.890 8.230
H 0.267 -1.611 7.302
H 1.228 -2.222 5.086
H 0.698 1.858 3.756
H -0.295 2.429 5.972
```

Atom charges from the Löwdin analysis, given in e for atoms 1 to 6:
1. Y 0.950
2. Cl -0.227
3. C -0.341
4. H -0.041
5. H -0.050
6. H -0.045


2.
DFT (wB97M-V/def2-TZVPD) results for C11H18ClNO in the gas phase.

Results
- orbital gap (alpha / beta) (eV) = 8.14 / 8.25
- relative energy (zero: lowest compared OMol25 entry of this formula, charge and spin) (eV) = 4.220
- LUMO energy (alpha / beta) (Ha) = -0.0012 / -0.0002

The geometry in XYZ format:
```
32
C11H18ClNO, DFT wB97M-V/def2-TZVPD
C -0.073 -0.511 1.640
C -0.453 -0.888 2.994
C -1.909 -0.456 3.236
C 1.459 0.174 -3.341
C 1.731 1.216 -2.260
C 0.185 -0.607 -3.035
C -2.095 1.037 2.900
C 1.869 0.542 -0.901
C 0.283 -1.265 -1.666
C -1.757 1.342 1.488
C 0.582 -0.217 -0.601
N 0.688 -0.896 0.701
O 1.537 -1.837 0.825
Cl -2.899 0.929 0.274
H -0.373 -1.972 3.121
H 0.207 -0.407 3.726
H -2.569 -1.046 2.597
H -2.188 -0.639 4.275
H 1.377 0.663 -4.314
H 2.299 -0.520 -3.382
H 2.637 1.774 -2.493
H 0.906 1.932 -2.219
H -0.671 0.069 -3.045
H 0.016 -1.368 -3.798
H -3.139 1.289 3.099
H -1.460 1.639 3.551
H 2.709 -0.155 -0.896
H 2.045 1.288 -0.121
H -0.655 -1.769 -1.413
H 1.083 -2.006 -1.653
H -1.123 2.176 1.235
H -0.249 0.488 -0.527
```

Atom charges from the Löwdin analysis, given in e for atoms 1 to 6:
1. C 0.034
2. C -0.170
3. C -0.202
4. C -0.205
5. C -0.199
6. C -0.196


3.
DFT (wB97M-V/def2-TZVPD) results for a molecular structure, C11H18FeN5O2Se.

Results
- orbital gap (alpha / beta) (eV) = 8.71 / 7.21
- LUMO energy (alpha / beta) (Ha) = 0.0194 / -0.0314
- ⟨S²⟩ = 8.78
- multiplicity = 6

The geometry in XYZ format:
```
38
C11H18FeN5O2Se, DFT wB97M-V/def2-TZVPD
Fe 0.568 0.138 -0.771
C -1.503 2.722 0.190
N -1.489 1.495 -0.626
C -1.958 1.869 -1.971
C -2.402 0.515 -0.020
C -2.225 -0.873 -0.596
N -0.930 -1.466 -0.266
C -0.696 -2.656 -1.093
C -0.857 -1.863 1.151
H -2.520 3.128 0.251
H -0.867 3.475 -0.274
H -1.133 2.518 1.187
H -2.939 2.357 -1.908
H -2.024 1.004 -2.619
H -1.248 2.558 -2.425
H -3.444 0.819 -0.176
H -2.222 0.518 1.055
H -2.283 -0.822 -1.683
H -3.039 -1.517 -0.250
H -1.448 -3.426 -0.885
H 0.294 -3.059 -0.881
H -0.738 -2.389 -2.147
H -1.612 -2.627 1.376
H -0.998 -1.010 1.805
H 0.132 -2.275 1.354
N 4.396 -1.198 0.719
C 3.167 -0.658 0.825
O 2.352 -0.813 -0.125
C 2.822 0.056 2.011
C 3.729 0.293 3.079
N 4.481 0.500 3.933
C 1.504 0.523 1.956
N 0.426 0.794 1.635
H 5.100 -1.013 1.413
H 4.659 -1.596 -0.161
O 2.655 2.315 -1.094
C 1.600 1.978 -1.017
Se 0.694 -0.317 -2.952
```

Atom charges from the Löwdin analysis, given in e for atoms 1 to 6:
1. Fe 0.252
2. C -0.106
3. N -0.303
4. C -0.119
5. C -0.198
6. C -0.197


4.
DFT (wB97M-V/def2-TZVPD) results for a gas-phase ion, C11H18IN2O (charge +1).

Results
- orbital gap (alpha / beta) (eV) = 6.52 / 6.52
- relative energy (zero: lowest compared OMol25 entry of this formula, charge and spin) (eV) = 3.850
- LUMO energy (alpha / beta) (Ha) = -0.2102 / -0.2102
- structure (SMILES) = CC(C)(C)\C=C([O-])/[NH+]=C\[NH+]=C1\C[C@@]1(C)I
- charge = +1

The geometry in XYZ format:
```
33
C11H18IN2O, DFT wB97M-V/def2-TZVPD
C -0.594 -0.297 -2.202
C 0.359 0.788 -1.634
C 1.304 1.061 -2.826
C -0.440 1.972 -1.163
C 1.127 0.100 -0.537
C 1.407 0.678 0.745
O 2.325 0.277 1.426
N 0.591 1.805 1.171
C -0.433 1.727 1.928
N -1.019 0.572 2.167
C -0.530 -0.603 1.643
C 0.307 -1.532 2.513
C -0.853 -2.001 1.650
C -0.746 -2.872 0.458
I -2.625 -2.563 2.808
H -1.239 -0.003 -2.988
H -1.174 -0.533 -1.266
H 0.073 -1.073 -2.654
H 1.955 1.905 -2.779
H 1.856 0.103 -3.098
H 0.751 1.159 -3.663
H 0.277 2.674 -0.783
H -1.220 1.739 -0.292
H -1.055 2.227 -1.969
H 1.684 -0.785 -0.873
H 1.110 2.689 1.167
H -0.963 2.640 2.249
H -1.745 0.477 2.875
H 1.279 -1.684 2.179
H 0.126 -1.538 3.568
H 0.317 -2.899 0.085
H -1.125 -2.371 -0.462
H -1.088 -3.839 0.558
```

Atom charges from the Löwdin analysis, given in e for atoms 1 to 6:
1. C -0.036
2. C -0.576
3. C -0.012
4. C -0.031
5. C 0.165
6. C -0.464


5.
DFT (wB97M-V/def2-TZVPD) results for a gas-phase ion, C11H18N (charge +1).

Results
- orbital gap (eV) = 10.61
- relative energy (zero: lowest compared OMol25 entry of this formula, charge and spin) (eV) = 6.317
- LUMO energy (Ha) = -0.1064
- structure (SMILES) = CCC[C@]12C=C(C)[N@@+]3(C)C[C@]13C2
- charge = +1

The geometry in XYZ format:
```
30
C11H18N, DFT wB97M-V/def2-TZVPD
C 2.825 0.697 -1.654
C 1.493 0.689 -2.326
C 0.356 -0.186 -1.926
C -0.188 0.225 -0.546
C 0.466 0.319 0.797
C -0.413 0.066 1.825
C -0.238 0.236 3.310
N -1.572 -0.676 1.204
C -1.304 -2.129 1.278
C -2.822 -0.392 0.517
C -1.643 0.052 -0.177
C -1.109 1.427 -0.478
H 2.774 0.722 -0.619
H 3.481 1.490 -2.058
H 3.318 -0.262 -1.893
H 1.592 0.436 -3.327
H 1.221 1.823 -2.233
H 0.675 -1.188 -1.981
H -0.450 -0.180 -2.569
H 1.339 0.966 0.807
H -0.992 1.091 3.670
H 0.737 0.475 3.518
H -0.494 -0.807 3.829
H -1.589 -2.505 2.241
H -1.828 -2.692 0.552
H -0.288 -2.280 1.074
H -3.459 0.433 0.863
H -3.343 -1.238 0.093
H -0.968 2.351 0.191
H -1.459 1.575 -1.446
```

Atom charges from the Löwdin analysis, given in e for atoms 1 to 6:
1. C -0.094
2. C -0.260
3. C -0.116
4. C -0.273
5. C 0.074
6. C -0.203


6.
DFT (wB97M-V/def2-TZVPD) results for a gas-phase ion, C11H18N (charge +1).

Results
- orbital gap (eV) = 11.05
- relative energy (zero: lowest compared OMol25 entry of this formula, charge and spin) (eV) = 5.534
- LUMO energy (Ha) = -0.1087
- structure (SMILES) = C=C[N+](C(=C)C)(C(=C)C)C(=C)C
- charge = +1

The geometry in XYZ format:
```
30
C11H18N, DFT wB97M-V/def2-TZVPD
C -0.361 -1.818 1.564
C -0.281 -0.506 1.543
N 0.033 0.088 0.211
C 0.894 1.304 0.398
C 1.785 1.362 -0.575
C 0.279 2.305 1.376
C -1.399 0.505 -0.520
C -1.482 1.399 -1.480
C -2.549 -0.415 -0.178
C 0.733 -0.943 -0.637
C 0.387 -1.264 -1.860
C 2.035 -1.593 -0.115
H -0.679 -2.316 2.503
H -0.170 -2.502 0.775
H -0.482 0.060 2.437
H 1.837 0.670 -1.347
H 2.527 2.139 -0.610
H 1.117 2.662 2.141
H -0.587 2.007 1.802
H 0.068 3.172 0.850
H -0.632 2.057 -1.765
H -2.390 1.679 -1.887
H -2.240 -1.315 0.171
H -3.167 -0.445 -0.981
H -3.080 -0.179 0.788
H -0.449 -0.813 -2.369
H 0.946 -2.160 -2.399
H 2.171 -2.716 -0.002
H 2.185 -1.065 0.817
H 2.954 -1.357 -0.655
```

Atom charges from the Löwdin analysis, given in e for atoms 1 to 6:
1. C 0.073
2. C -0.100
3. N -0.071
4. C -0.250
5. C 0.115
6. C 0.007


7.
DFT (wB97M-V/def2-TZVPD) results for a molecular structure, C11H18N2O6STc.

Results
- orbital gap (alpha / beta) (eV) = 7.46 / 7.50
- relative energy (zero: lowest compared OMol25 entry of this formula, charge and spin) (eV) = 0.260
- LUMO energy (alpha / beta) (Ha) = -0.3226 / -0.3219
- ⟨S²⟩ = 0.76
- charge = +2
- multiplicity = 2

The geometry in XYZ format:
```
39
C11H18N2O6STc, DFT wB97M-V/def2-TZVPD
Tc -0.135 0.329 -0.046
C 3.163 0.298 2.169
C 2.478 -0.776 1.339
C 3.377 -1.947 1.001
O 1.931 -0.188 0.111
C 1.213 -1.241 2.056
O 1.150 -1.976 2.975
O 0.091 -0.648 1.518
H 4.049 0.665 1.651
H 3.476 -0.130 3.120
H 2.489 1.132 2.369
H 4.285 -1.599 0.507
H 2.868 -2.668 0.362
H 3.663 -2.447 1.925
H 2.589 0.037 -0.560
C -1.312 5.425 1.941
N -0.714 4.458 1.002
C -0.071 4.857 -0.105
C 0.465 3.993 -1.039
C 0.349 2.666 -0.689
O 0.697 1.551 -1.318
N -0.236 2.260 0.456
C -0.950 3.094 1.286
O -1.694 2.725 2.154
H -0.901 6.408 1.731
H -1.068 5.128 2.957
H -2.393 5.437 1.823
H 0.000 5.929 -0.241
H 0.943 4.334 -1.943
C -3.872 -1.421 0.884
S -3.059 0.141 1.104
C -4.321 1.259 0.552
O -2.052 0.108 -0.145
H -4.682 -1.461 1.614
H -3.146 -2.201 1.107
H -4.251 -1.501 -0.133
H -5.146 1.167 1.261
H -4.637 0.990 -0.455
H -3.915 2.265 0.603
```

Atom charges from the Löwdin analysis, given in e for atoms 1 to 6:
1. Tc 1.758
2. C 0.027
3. C -0.468
4. C 0.026
5. O -0.132
6. C -0.460


8.
DFT (wB97M-V/def2-TZVPD) results for C11H18N2S in the gas phase.

Results
- orbital gap (eV) = 9.43
- relative energy (zero: lowest compared OMol25 entry of this formula, charge and spin) (eV) = 2.393
- LUMO energy (Ha) = 0.0242
- structure (SMILES) = C=C([C@H](S)CCCCC)n1ccnc1

The geometry in XYZ format:
```
32
C11H18N2S, DFT wB97M-V/def2-TZVPD
C -0.644 1.544 -1.713
C -0.997 1.612 -0.483
C 0.086 1.482 0.804
S 0.628 3.348 1.110
C 1.340 0.628 0.520
C 0.894 -0.661 -0.060
C 2.038 -1.658 -0.309
C 1.717 -3.033 -0.849
C 2.386 -4.105 0.013
N -2.294 1.719 0.136
C -2.683 2.654 1.015
C -3.990 2.427 1.361
N -4.372 1.220 0.722
C -3.379 0.897 -0.053
H -1.444 1.560 -2.444
H 0.385 1.660 -2.079
H -0.411 1.275 1.722
H 1.120 3.207 -0.131
H 1.909 0.495 1.450
H 2.071 1.168 -0.232
H 0.278 -0.378 -0.978
H 0.179 -1.243 0.659
H 2.451 -1.902 0.589
H 2.831 -1.218 -0.964
H 0.591 -3.192 -0.754
H 1.943 -3.140 -1.952
H 3.350 -3.806 0.180
H 1.795 -4.153 0.901
H 2.377 -5.142 -0.460
H -1.932 3.492 1.350
H -4.694 3.115 1.716
H -3.527 0.128 -0.787
```

Atom charges from the Löwdin analysis, given in e for atoms 1 to 6:
1. C 0.048
2. C -0.276
3. C -0.444
4. S 0.700
5. C -0.278
6. C -0.241


9.
DFT (wB97M-V/def2-TZVPD) results for a gas-phase ion, C11H18N4 (charge +2).

Results
- orbital gap (eV) = 8.73
- relative energy (zero: lowest compared OMol25 entry of this formula, charge and spin) (eV) = 2.298
- LUMO energy (Ha) = -0.2996
- structure (SMILES) = [H]/N=C(c1cccc(C)[nH+]1)\[N+](=C\N)C(C)C
- charge = +2

The geometry in XYZ format:
```
33
C11H18N4, DFT wB97M-V/def2-TZVPD
H 1.103 -2.706 -1.001
N 0.222 -2.305 -0.578
C 0.389 -1.141 -0.045
C -0.867 -0.463 0.358
C -1.018 0.430 1.418
C -2.216 1.039 1.635
C -3.324 0.504 0.981
C -3.191 -0.345 -0.085
C -4.388 -0.758 -0.879
N -1.948 -0.760 -0.359
N 1.559 -0.414 0.238
C 2.594 -1.384 1.165
N 3.815 -0.971 1.224
C 2.207 0.628 -0.682
C 2.214 1.911 0.245
C 1.376 0.903 -1.818
H -0.117 0.672 1.886
H -2.348 1.880 2.256
H -4.317 0.853 1.104
H -4.480 -1.805 -0.805
H -5.319 -0.294 -0.585
H -4.055 -0.563 -1.900
H -1.853 -1.352 -1.158
H 2.142 -1.947 2.002
H 4.458 -1.621 1.687
H 4.060 -0.309 0.449
H 3.152 0.257 -0.956
H 2.369 1.823 1.284
H 3.047 2.681 -0.204
H 1.387 2.584 -0.170
H 0.370 1.363 -1.646
H 1.141 0.001 -2.453
H 1.838 1.609 -2.609
```

Atom charges from the Löwdin analysis, given in e for atoms 1 to 6:
1. H 0.117
2. N 0.224
3. C -0.375
4. C -0.137
5. C 0.042
6. C 0.051


10.
DFT (wB97M-V/def2-TZVPD) results for C11H18N4O3 in the gas phase.

Results
- orbital gap (eV) = 9.60
- relative energy (zero: lowest compared OMol25 entry of this formula, charge and spin) (eV) = 0.438
- LUMO energy (Ha) = 0.0233
- structure (SMILES) = CC(C)[C@H](N)C(=O)N[C@@H](Cc1c[nH]cn1)C(=O)O

The geometry in XYZ format:
```
36
C11H18N4O3, DFT wB97M-V/def2-TZVPD
C 2.365 -1.368 -1.195
C 3.145 -0.240 -0.441
C 4.319 -0.826 0.333
C 2.216 0.490 0.562
N 1.540 -0.343 1.559
C 1.139 1.389 -0.144
O 1.389 2.497 -0.595
N -0.031 0.737 -0.328
C -1.225 1.481 -0.730
C -2.258 0.653 -1.466
C -2.906 -0.382 -0.560
C -4.189 -0.868 -0.565
N -4.244 -1.774 0.457
C -2.981 -1.908 0.899
N -2.124 -1.086 0.347
C -1.903 2.282 0.378
O -2.868 2.947 0.236
O -1.275 2.200 1.525
H 2.060 -2.088 -0.448
H 1.480 -0.959 -1.689
H 3.014 -1.873 -1.925
H 3.513 0.560 -1.095
H 5.080 -1.226 -0.333
H 4.051 -1.637 1.018
H 4.823 -0.032 0.873
H 2.881 1.236 1.025
H 0.931 0.209 2.174
H 2.170 -0.794 2.203
H -0.002 -0.093 0.184
H -0.801 2.229 -1.464
H -2.980 1.343 -1.920
H -1.720 0.132 -2.273
H -5.078 -0.645 -1.144
H -4.993 -2.448 0.577
H -2.775 -2.515 1.780
H -1.764 2.718 2.186
```

Atom charges from the Löwdin analysis, given in e for atoms 1 to 6:
1. C -0.056
2. C -0.360
3. C -0.088
4. C -0.291
5. N 0.057
6. C -0.444


11.
DFT (wB97M-V/def2-TZVPD) results for a molecular structure, C11H18N4O3S.

Results
- orbital gap (eV) = 8.77
- relative energy (zero: lowest compared OMol25 entry of this formula, charge and spin) (eV) = 9.876
- LUMO energy (Ha) = 0.0264

The geometry in XYZ format:
```
37
C11H18N4O3S, DFT wB97M-V/def2-TZVPD
C 0.204 2.509 -0.095
C -0.036 0.958 0.238
C 1.338 3.032 -0.881
C 1.487 2.362 -2.280
C 2.674 2.625 -4.715
C -1.127 -0.826 1.422
C 0.303 -0.870 2.058
C -1.187 -1.994 0.389
C -1.823 -3.133 1.177
C -1.673 -4.453 0.813
C -2.903 -4.086 2.673
H 0.778 2.719 1.780
H 0.103 4.164 1.327
H -0.417 2.909 -0.900
H 1.110 4.155 -1.181
H 2.501 2.875 -0.379
H 0.624 2.628 -2.991
H 1.540 1.300 -2.254
H 2.066 3.412 -5.483
H 4.151 2.537 -4.566
H 2.202 1.419 -4.908
H -2.036 1.257 1.170
H -1.960 -1.036 2.109
H -0.189 -2.385 0.056
H -1.771 -1.554 -0.494
H -1.533 -5.092 -0.372
H -3.190 -4.481 3.720
H -2.552 -6.086 2.156
H 1.774 -1.763 2.708
N 0.035 3.124 1.122
N -1.308 0.565 0.778
N -2.583 -2.902 2.259
N -2.300 -5.129 1.935
O 0.986 0.042 0.117
O 0.987 0.183 2.180
O 0.822 -2.039 2.338
S 2.903 3.052 -3.025
```

Atom charges from the Löwdin analysis, given in e for atoms 1 to 6:
1. C -0.437
2. C -0.205
3. C -0.280
4. C -0.585
5. C -0.534
6. C -0.176


12.
DFT (wB97M-V/def2-TZVPD) results for C11H18N4O8 in the gas phase.

Results
- orbital gap (eV) = 8.90
- LUMO energy (Ha) = -0.0306

The geometry in XYZ format:
```
41
C11H18N4O8, DFT wB97M-V/def2-TZVPD
N -1.715 -2.040 -4.254
O -0.281 -3.799 -0.693
O -0.138 0.823 3.197
O 2.601 -2.686 0.731
N -0.786 -0.088 -2.952
N -1.275 -1.076 -3.652
O 0.567 -4.462 1.374
O -1.582 -0.540 1.419
O -2.992 1.074 0.010
O 2.985 -0.086 -0.127
O -2.013 3.072 -1.473
C 0.578 -3.751 0.177
C 0.658 1.477 2.594
C 1.691 -2.757 -0.077
N 1.004 1.193 1.297
C 1.457 2.500 3.317
C 1.659 -1.669 -1.204
C -1.672 1.023 -2.631
C -0.881 -0.076 0.248
C -1.574 1.250 -0.045
C 0.636 -0.028 0.617
C 1.626 -0.277 -0.588
C -1.252 1.857 -1.422
H -0.250 -4.975 1.353
H -1.296 -0.024 2.245
H -3.201 0.455 0.708
H 3.199 -0.830 0.473
H -2.898 2.819 -1.171
H 1.768 1.760 0.850
H 2.470 2.563 2.966
H 0.952 3.451 3.180
H 1.385 2.263 4.391
H 0.810 -1.785 -1.888
H 2.571 -1.792 -1.801
H -1.738 1.721 -3.494
H -2.693 0.651 -2.416
H -1.058 -0.793 -0.528
H -1.340 1.970 0.736
H 0.773 -0.851 1.320
H 1.393 0.449 -1.333
H -0.151 2.015 -1.452
```

Atom charges from the Löwdin analysis, given in e for atoms 1 to 6:
1. N 0.199
2. O 0.117
3. O 0.080
4. O 0.120
5. N 0.033
6. N -0.162